# 1
Density functional theory data (ωB97M-V with the def2-TZVPD basis set) for a 2-piece molecular cluster, C4H10IN3O3P overall in a non-equilibrium geometry.

```
! wB97M-V def2-TZVPD RIJCOSX def2/J DEFGRID3
* xyz 1 1
C 0.101 -1.114 -0.360
C -0.727 1.873 2.133
C -0.025 0.647 1.595
C -0.521 0.224 0.206
N 2.443 -3.136 0.512
N -0.875 -0.489 -3.307
N -0.334 1.336 -0.773
O 0.522 -1.022 -1.513
O -1.115 -1.580 -3.611
O 0.192 -2.067 0.540
P 1.001 -3.677 0.628
I 0.105 0.977 -4.479
H -0.358 2.290 3.004
H -0.685 2.602 1.353
H -1.739 1.649 2.348
H 1.109 0.833 1.685
H -0.096 -0.218 2.179
H -1.632 -0.021 0.163
H 3.192 -3.826 0.567
H -0.921 2.092 -0.696
H -0.229 1.023 -1.833
H 0.591 1.604 -0.343
*
```

Summary:
F_max = 0.1046 hartree/bohr
Frontier orbital gap = 8.42 eV
Energy above the lowest of the compared OMol25 structures with the same formula, charge and spin = 0.922 eV
Electronic energy = -1187.0946 Ha

=====

# 2
Density functional theory data (ωB97M-V with the def2-TZVPD basis set) for C4H10InO2 as an isolated structure in a non-equilibrium geometry.

```
! wB97M-V def2-TZVPD RIJCOSX def2/J DEFGRID3
* xyz 1 1
In 0.413 2.019 -0.615
C -0.833 1.239 2.843
C 0.352 0.491 2.366
O 0.689 0.742 1.036
H -0.606 2.297 2.972
H -1.115 0.859 3.825
H -1.640 1.071 2.129
H -0.021 -0.527 2.482
H 1.182 0.582 3.066
C 0.045 -1.543 -3.113
C 0.322 -0.728 -1.907
O 0.577 0.663 -2.096
H -0.172 -2.575 -2.838
H 0.865 -1.512 -3.829
H -0.800 -1.160 -3.685
H 1.236 -1.101 -1.444
H -0.493 -0.816 -1.190
*
```

Summary:
F_max = 0.0613 hartree/bohr
Frontier orbital gap = 5.83 eV
Energy above the lowest of the compared OMol25 structures with the same formula, charge and spin = 1.989 eV
Electronic energy = -498.6106 Ha

=====

# 3
Density functional theory data (ωB97M-V with the def2-TZVPD basis set) for an isolated ion of composition C4H10N and charge +1 in a non-equilibrium geometry.

```
! wB97M-V def2-TZVPD RIJCOSX def2/J DEFGRID3
* xyz 1 1
C -1.792 0.108 0.429
C -1.063 0.015 -0.848
C 0.198 -0.007 -0.148
C 1.007 1.240 -0.055
N 0.787 -1.298 0.156
H -1.784 1.047 0.872
H -2.096 -0.847 0.924
H -1.464 -0.760 -1.530
H -1.042 0.912 -1.489
H 0.800 1.758 0.883
H 0.804 1.887 -0.968
H 2.104 0.869 -0.062
H 1.789 -1.239 -0.028
H 0.198 -2.078 -0.096
H 0.882 -1.643 1.243
*
```

Summary:
F_max = 0.0987 hartree/bohr
Frontier orbital gap = 8.78 eV
Energy above the lowest of the compared OMol25 structures with the same formula, charge and spin = 3.950 eV
Electronic energy = -212.7752 Ha

=====

# 4
Density functional theory data (ωB97M-V with the def2-TZVPD basis set) for an isolated ion of composition C4H10N and charge +1 in a non-equilibrium geometry.

```
! wB97M-V def2-TZVPD RIJCOSX def2/J DEFGRID3
* xyz 1 1
C 0.414 1.054 0.480
C 1.191 0.172 -0.443
C 0.464 -1.191 -0.367
N -1.026 -0.796 0.012
C -1.045 0.763 0.285
H 0.708 2.154 0.259
H 0.617 0.859 1.434
H 2.243 0.022 -0.233
H 1.330 0.710 -1.390
H 0.936 -1.992 0.233
H 0.366 -1.746 -1.299
H -1.355 -1.192 0.964
H -1.785 -1.087 -0.566
H -1.656 0.952 1.228
H -1.404 1.317 -0.597
*
```

Summary:
F_max = 0.0830 hartree/bohr
Frontier orbital gap = 12.65 eV
Energy above the lowest of the compared OMol25 structures with the same formula, charge and spin = 1.090 eV
Electronic energy = -212.8803 Ha
SMILES string = C1CC[NH2+]C1

=====

# 5
Density functional theory data (ωB97M-V with the def2-TZVPD basis set) for a 2-piece molecular cluster, C4H10N overall in a non-equilibrium geometry.

```
! wB97M-V def2-TZVPD RIJCOSX def2/J DEFGRID3
* xyz 1 1
C -2.045 0.768 0.599
C -0.557 0.409 0.515
C -0.208 -0.393 -0.660
C -0.140 -1.690 -0.783
N 2.489 0.634 0.094
H -2.653 -0.164 0.587
H -2.343 1.341 -0.287
H -2.293 1.381 1.468
H -0.279 -0.145 1.431
H 0.058 1.334 0.564
H -0.004 -2.184 -1.753
H -0.165 -2.343 0.082
H 3.226 -0.013 0.350
H 1.699 0.156 -0.328
H 2.851 1.290 -0.580
*
```

Summary:
F_max = 0.1348 hartree/bohr
Frontier orbital gap = 5.41 eV
Energy above the lowest of the compared OMol25 structures with the same formula, charge and spin = 5.382 eV
Electronic energy = -212.7226 Ha

=====

# 6
Density functional theory data (ωB97M-V with the def2-TZVPD basis set) for an isolated ion of composition C4H10N and charge +1 in a non-equilibrium geometry.

```
! wB97M-V def2-TZVPD RIJCOSX def2/J DEFGRID3
* xyz 1 1
C -1.067 -1.635 0.574
C 0.093 -0.939 -0.085
N 0.272 0.340 -0.267
C 1.565 0.767 -0.696
C -0.655 1.329 0.315
H -1.837 -0.980 1.003
H -1.574 -2.281 -0.166
H -0.757 -2.306 1.257
H 0.790 -1.743 -0.479
H 2.249 0.009 -0.784
H 1.479 1.192 -1.838
H 1.984 1.578 -0.200
H -0.925 1.118 1.440
H -0.129 2.168 0.210
H -1.490 1.385 -0.282
*
```

Summary:
F_max = 0.1165 hartree/bohr
Frontier orbital gap = 11.44 eV
Energy above the lowest of the compared OMol25 structures with the same formula, charge and spin = 1.797 eV
Electronic energy = -212.8543 Ha
SMILES string = CC=[N+](C)C

=====

# 7
Density functional theory data (ωB97M-V with the def2-TZVPD basis set) for C4H10N2 in the gas phase in a non-equilibrium geometry.

```
! wB97M-V def2-TZVPD RIJCOSX def2/J DEFGRID3
* xyz 0 1
C 2.453 0.511 -0.209
C 1.788 -0.609 0.483
N 0.591 -1.069 0.191
N -0.138 -0.353 -0.735
C -1.580 -0.639 -0.428
C -2.216 0.481 0.477
H 2.187 0.414 -1.296
H 3.532 0.376 -0.012
H 2.052 1.543 0.028
H 2.246 -1.133 1.347
H 0.085 0.645 -0.778
H -1.585 -1.634 0.069
H -2.345 -0.793 -1.377
H -3.214 0.086 0.933
H -1.389 0.656 1.367
H -2.469 1.518 -0.061
*
```

Summary:
F_max = 0.0606 hartree/bohr
Frontier orbital gap = 9.49 eV
Energy above the lowest of the compared OMol25 structures with the same formula, charge and spin = 2.689 eV
Electronic energy = -267.8265 Ha
SMILES string = C/C=N\NCC

=====

# 8
Density functional theory data (ωB97M-V with the def2-TZVPD basis set) for C4H10N2 in the gas phase.

```
! wB97M-V def2-TZVPD RIJCOSX def2/J DEFGRID3
* xyz 0 1
N -2.538 -1.514 -0.133
C -1.833 -0.311 -0.279
C -0.674 -0.028 0.304
C 0.239 1.087 -0.100
C 1.737 0.838 0.175
N 2.213 -0.494 -0.206
H -3.366 -1.571 -0.700
H -2.721 -1.813 0.813
H -2.270 0.411 -0.966
H -0.285 -0.839 0.914
H 0.027 2.067 0.340
H 0.159 1.246 -1.179
H 1.936 1.058 1.226
H 2.219 1.536 -0.509
H 3.222 -0.518 -0.216
H 1.935 -1.154 0.517
*
```

Summary:
F_max = 0.0136 hartree/bohr
Frontier orbital gap = 9.24 eV
Energy above the lowest of the compared OMol25 structures with the same formula, charge and spin = 1.198 eV
Electronic energy = -267.8813 Ha
SMILES string = N/C=C/CCN

=====

# 9
Density functional theory data (ωB97M-V with the def2-TZVPD basis set) for C4H10N2 in the gas phase in a non-equilibrium geometry.

```
! wB97M-V def2-TZVPD RIJCOSX def2/J DEFGRID3
* xyz 0 1
C -1.182 -1.136 0.277
C 0.090 -0.325 0.301
N 1.051 -0.759 1.269
C 0.796 0.000 -1.024
C 0.122 1.384 -0.932
N -0.093 1.177 0.509
H -1.793 -0.936 -0.611
H -1.818 -0.927 1.144
H -0.980 -2.213 0.270
H 1.812 -0.082 1.341
H 0.661 -0.808 2.207
H 0.495 -0.600 -1.887
H 1.890 0.058 -0.990
H -0.808 1.446 -1.512
H 0.764 2.232 -1.190
H -1.008 1.490 0.829
*
```

Summary:
F_max = 0.0464 hartree/bohr
Frontier orbital gap = 9.97 eV
Energy above the lowest of the compared OMol25 structures with the same formula, charge and spin = 1.074 eV
Electronic energy = -267.8859 Ha
SMILES string = C[C@@]1(N)CCN1

=====

# 10
Density functional theory data (ωB97M-V with the def2-TZVPD basis set) for a 3-piece molecular cluster, C4H10N2 overall in a non-equilibrium geometry.

```
! wB97M-V def2-TZVPD RIJCOSX def2/J DEFGRID3
* xyz 0 1
C 0.288 0.541 -0.248
C 0.119 -2.176 -1.157
C 0.731 2.140 1.230
N -0.799 -1.067 -0.985
C -0.647 0.524 0.741
N -1.501 0.321 1.561
H -1.106 -0.730 -1.896
H -2.163 -0.422 1.337
H 1.220 0.015 -0.100
H 0.158 1.222 -1.077
H 0.497 -2.492 -0.177
H 1.003 -1.965 -1.789
H -0.372 -3.059 -1.592
H -0.017 2.928 1.199
H 1.644 2.428 0.716
H 0.945 1.793 2.237
*
```

Summary:
F_max = 0.0603 hartree/bohr
Frontier orbital gap (alpha / beta) = 7.77 / 7.77 eV
Energy above the lowest of the compared OMol25 structures with the same formula, charge and spin = 6.367 eV
Electronic energy = -267.6913 Ha

=====

# 11
Density functional theory data (ωB97M-V with the def2-TZVPD basis set) for C4H10N2 in the gas phase in a non-equilibrium geometry.

```
! wB97M-V def2-TZVPD RIJCOSX def2/J DEFGRID3
* xyz 0 1
C -2.140 0.792 0.008
N -1.704 -0.593 0.054
C -0.324 -0.840 -0.355
C 0.800 -0.179 0.432
C 1.539 0.999 -0.118
N 2.156 -0.391 -0.160
H -1.529 1.427 0.606
H -2.011 1.212 -1.016
H -3.146 0.878 0.286
H -1.982 -1.086 0.901
H -0.152 -0.629 -1.390
H -0.250 -1.926 -0.194
H 0.697 -0.300 1.489
H 1.243 1.415 -1.035
H 1.917 1.660 0.681
H 2.807 -0.385 0.617
*
```

Summary:
F_max = 0.0560 hartree/bohr
Frontier orbital gap = 9.63 eV
Energy above the lowest of the compared OMol25 structures with the same formula, charge and spin = 1.986 eV
Electronic energy = -267.8523 Ha
SMILES string = CNC[C@@H]1CN1

=====

# 12
Density functional theory data (ωB97M-V with the def2-TZVPD basis set) for C4H10N2 in the gas phase in a non-equilibrium geometry.

```
! wB97M-V def2-TZVPD RIJCOSX def2/J DEFGRID3
* xyz 0 1
C 0.889 1.332 -0.273
C 0.285 -0.026 -0.051
C 1.354 -1.087 0.195
C -0.746 -0.026 1.080
N -0.277 -0.316 -1.394
N -1.520 -0.019 -1.651
H 0.211 2.165 -0.387
H 1.793 1.386 -0.853
H 1.952 -1.211 -0.705
H 0.887 -2.041 0.434
H 2.001 -0.788 1.016
H -1.421 0.827 1.011
H -0.221 0.044 2.029
H -1.325 -0.949 1.075
H -1.708 0.374 -2.564
H -2.190 0.201 -0.917
*
```

Summary:
F_max = 0.0335 hartree/bohr
Frontier orbital gap (alpha / beta) = 7.87 / 9.18 eV
Energy above the lowest of the compared OMol25 structures with the same formula, charge and spin = 3.759 eV
Electronic energy = -267.7872 Ha

=====

Q: Number 1 is which compound?
A: C4H10IN3O3P

=====

Q: Which formula does entry 9 have?
A: C4H10N2

=====

Q: The highest energy above the lowest of the compared OMol25 structures with the same formula, charge and spin belongs to which entry?
A: number 10